Record 1
This record from the OMol25 dataset describes 2 unconnected molecules or ions with the total composition C6H9BrN3 at a distorted geometry. The level of theory is wB97M-V/def2-TZVPD.

Geometry as XYZ:
```
19
Properties=species:S:1:pos:R:3:nbo_charge:R:1
C 1.109 -2.393 0.110 -0.095
C -0.122 -1.776 0.105 -0.234
C 2.322 -1.650 0.144 -0.241
C -0.157 -0.402 0.012 0.051
C 2.211 -0.317 0.126 0.192
C -3.066 1.498 0.515 0.015
N 1.003 0.263 -0.036 -0.139
N -2.526 1.231 -0.571 -0.672
N 1.036 1.616 -0.421 -0.653
Br 3.778 0.813 -0.040 0.170
H 1.337 -3.518 0.112 0.265
H -1.089 -2.205 0.243 0.259
H 3.245 -2.000 -0.040 0.255
H -1.074 0.132 -0.178 0.283
H -4.057 1.899 0.765 0.191
H -2.355 1.325 1.275 0.151
H 0.062 1.887 -0.817 0.408
H -3.021 1.178 -1.443 0.371
H 1.363 2.417 0.139 0.423
```

Summary:
Net charge: +1
Strongest force on any atom, eV/A: 4.2
Calculated total energy, a.u.: -2971.965201
Energy above the lowest of the compared OMol25 structures with the same formula, charge and spin, kcal/mol: 8.3
Highest occupied orbital energy, eV: -13.8

=====

Record 2
This record from the OMol25 dataset describes a molecular structure, C4H5LiO2Sm at a distorted geometry. The level of theory is wB97M-V/def2-TZVPD.

Geometry as XYZ:
```
13
Properties=species:S:1:pos:R:3:nbo_charge:R:1
H 1.808 0.615 -1.110 0.152
C 0.559 1.017 1.211 0.460
C 0.511 0.978 -0.234 -0.468
C -0.650 0.275 -0.758 -0.420
C -0.869 -1.068 -0.543 0.246
O -1.913 -1.703 -0.953 -0.963
Sm -3.179 -4.027 -1.114 1.903
H -0.393 1.087 1.770 0.185
H 0.711 1.974 -0.646 0.301
H -1.448 0.857 -1.224 0.233
H -0.135 -1.631 0.058 0.122
O 1.604 0.905 1.876 -0.734
Li 3.394 0.722 1.668 0.983
```

Summary:
Net charge: +2
Strongest force on any atom, eV/A: 4.6
Spin multiplicity: 7
Calculated total energy, a.u.: -970.715673
Energy above the lowest of the compared OMol25 structures with the same formula, charge and spin, kcal/mol: 24.7
Highest occupied orbital energy (spin up / spin down), eV: -13.4 / -13.4

=====

Record 3
This record from the OMol25 dataset describes a single C4H6S2 molecule at a distorted geometry. The level of theory is wB97M-V/def2-TZVPD.

Geometry as XYZ:
```
12
Properties=species:S:1:pos:R:3:nbo_charge:R:1
C 0.053 0.302 1.773 -0.692
C 0.180 0.693 0.369 -0.131
S 0.974 2.012 -0.075 0.086
C -0.548 -0.188 -0.551 -0.165
C 0.248 -0.658 -1.699 -0.680
S -2.046 -0.526 -0.250 0.128
H 0.606 0.977 2.443 0.237
H -1.004 0.476 2.030 0.261
H 0.208 -0.742 1.976 0.233
H 0.841 -1.521 -1.420 0.241
H -0.419 -0.936 -2.521 0.237
H 0.905 0.111 -2.075 0.246
```

Summary:
Structure (SMILES): CC(=S)C(C)=S
Net charge: 0
Strongest force on any atom, eV/A: 2.6
Calculated total energy, a.u.: -952.340874
Energy above the lowest of the compared OMol25 structures with the same formula, charge and spin, kcal/mol: 17.9
Highest occupied orbital energy, eV: -8.6

=====

Record 4
This record from the OMol25 dataset describes 2 unconnected molecules or ions with the total composition C2H10NOS2. The level of theory is wB97M-V/def2-TZVPD.

Geometry as XYZ:
```
16
Properties=species:S:1:pos:R:3:nbo_charge:R:1
S 2.038 -2.011 0.766 -0.195
S 4.055 -2.038 0.307 -0.084
H 1.708 -3.247 0.356 0.147
H 4.465 -2.518 1.490 0.143
C -0.132 0.347 -0.289 -0.081
O 0.976 0.786 -1.017 -0.698
C -1.250 1.323 -0.622 -0.231
N -2.460 0.993 0.224 -0.667
H 0.045 0.358 0.795 0.174
H -0.411 -0.674 -0.584 0.178
H 1.745 0.301 -0.689 0.499
H -0.964 2.340 -0.362 0.238
H -1.546 1.271 -1.666 0.239
H -2.276 1.189 1.209 0.444
H -2.733 0.012 0.132 0.443
H -3.260 1.568 -0.050 0.450
```

Summary:
Net charge: +1
Strongest force on any atom, eV/A: 0.3
Calculated total energy, a.u.: -1008.298900
Energy above the lowest of the compared OMol25 structures with the same formula, charge and spin, kcal/mol: 24.9
Highest occupied orbital energy, eV: -12.5

=====

Record 5
This record from the OMol25 dataset describes a single C22H21F3N2O2 molecule at a distorted geometry. The level of theory is wB97M-V/def2-TZVPD.

Geometry as XYZ:
```
50
Properties=species:S:1:pos:R:3:nbo_charge:R:1
C 3.403 0.608 3.224 -0.601
C 2.463 -0.554 3.207 -0.437
C 1.575 -0.471 1.963 0.130
N 0.991 0.726 1.570 -0.524
C 0.218 0.334 0.597 0.661
N -0.457 1.360 0.024 -0.606
C -1.217 1.334 -1.147 0.244
C -1.847 0.150 -1.599 -0.275
C -2.623 0.218 -2.736 -0.192
C -2.895 1.421 -3.337 -0.227
C -2.323 2.612 -2.918 0.004
C -1.441 2.570 -1.819 -0.071
C -0.810 3.846 -1.244 -0.456
C -1.056 5.099 -2.073 0.109
O -1.041 6.257 -1.229 -0.722
C -2.449 5.048 -2.721 -0.409
C -2.570 3.886 -3.663 -0.428
O 0.241 -0.991 0.240 -0.420
C 1.090 -1.493 1.202 0.207
C 1.223 -2.914 1.419 -0.101
C 1.236 -3.744 0.295 -0.188
C 1.224 -5.143 0.438 -0.176
C 1.243 -5.733 1.724 -0.157
C 1.226 -7.233 1.931 0.981
F 0.661 -7.817 0.837 -0.325
F 0.435 -7.569 3.014 -0.325
F 2.523 -7.661 2.034 -0.319
C 1.263 -4.908 2.823 -0.194
C 1.228 -3.538 2.687 -0.143
H 3.924 0.710 2.266 0.208
H 2.859 1.577 3.358 0.216
H 4.163 0.573 4.019 0.210
H 1.871 -0.552 4.103 0.215
H 3.076 -1.441 3.162 0.218
H -0.035 2.216 0.331 0.431
H -1.762 -0.785 -1.103 0.226
H -3.152 -0.687 -3.066 0.215
H -3.551 1.465 -4.205 0.206
H 0.260 3.716 -1.091 0.217
H -1.283 3.993 -0.247 0.227
H -0.293 5.132 -2.848 0.160
H -1.195 7.051 -1.735 0.471
H -3.188 4.914 -1.952 0.211
H -2.643 5.993 -3.286 0.202
H -3.598 3.870 -4.097 0.220
H -1.857 3.961 -4.509 0.214
H 1.208 -3.369 -0.733 0.224
H 1.227 -5.776 -0.479 0.232
H 1.257 -5.352 3.799 0.226
H 1.199 -2.910 3.570 0.213
```

Summary:
Structure (SMILES): CCc1nc(Nc2cccc3c2C[C@H](O)CC3)oc1-c1ccc(C(F)(F)F)cc1
Net charge: 0
Strongest force on any atom, eV/A: 2.3
Calculated total energy, a.u.: -1410.546559
Energy above the lowest of the compared OMol25 structures with the same formula, charge and spin, kcal/mol: 8.4
Highest occupied orbital energy, eV: -7.6